Record 1
{"formula": "C3H13N2O", "method": "ωB97M-V with the def2-TZVPD basis set", "homo_energy_ha": -0.51811, "total_charge": 1, "relative_energy_ev": 0.518, "gap_ev": 11.057, "molar_mass_g_mol": 93.1, "elements": ["N", "C", "C", "C", "N", "H", "H", "H", "H", "H", "H", "H", "H", "H", "H", "H", "H", "H", "O"], "coordinates": [[1.2266, 0.5364, 0.2383], [0.4491, 0.3665, -1.0477], [0.1365, 1.7125, -1.6379], [-0.8876, -0.3563, -0.6357], [-1.1961, -0.0852, 0.7352], [0.5855, 0.2635, 1.0090], [1.4517, 1.5244, 0.4210], [2.1064, 0.0276, 0.2427], [1.0402, -0.3279, -1.6265], [-0.4316, 1.5934, -2.5505], [1.0057, 2.3066, -1.8849], [-0.4550, 2.2989, -0.9302], [-1.6373, -0.0035, -1.3318], [-0.7722, -1.4038, -0.8166], [-2.0590, 0.3846, 0.9398], [-1.1309, -0.8559, 1.3908], [-0.6178, -2.7731, 2.5066], [0.9680, -2.8915, 2.5899], [0.2177, -2.3171, 2.3886]], "forces_ev_per_a": [[0.66, 0.91, -0.03], [-0.61, -0.42, 0.94], [0.20, 0.25, -0.06], [0.51, 0.23, -0.34], [-0.24, 0.07, 1.12], [-0.27, -0.15, 0.11], [-0.04, -0.34, -0.20], [-0.06, -0.17, 0.11], [0.11, 0.26, -0.62], [-0.18, -0.04, -0.16], [0.40, 0.04, -0.08], [-0.14, -0.10, -0.02], [-0.33, 0.08, 0.07], [0.06, -0.75, -0.02], [-0.19, 0.32, -0.32], [0.14, -0.16, -0.48], [0.27, -0.57, 0.27], [-0.59, -0.18, 0.09], [0.30, 0.72, -0.39]]}

=====

Record 2
{"formula": "C32H23BF6", "method": "ωB97M-V with the def2-TZVPD basis set", "homo_energy_ha": -0.27499, "gap_ev": 4.166, "molar_mass_g_mol": 532.3, "elements": ["F", "C", "C", "C", "C", "C", "F", "C", "B", "C", "C", "F", "C", "C", "C", "C", "F", "C", "C", "F", "C", "C", "C", "C", "F", "H", "H", "H", "H", "H", "H", "H", "H", "H", "H", "C", "C", "C", "C", "C", "C", "C", "C", "C", "C", "C", "C", "C", "C", "H", "H", "H", "H", "H", "H", "H", "H", "H", "H", "H", "H", "H"], "coordinates": [[-1.7530, -3.2459, 2.5459], [-0.5052, -2.8582, 2.9628], [0.0444, -3.6500, 3.9644], [1.2595, -3.2851, 4.5368], [1.8956, -2.1229, 4.0882], [1.2791, -1.3522, 3.1051], [1.8520, -0.1292, 2.8437], [0.0681, -1.6799, 2.4775], [-0.6124, -0.7026, 1.3886], [-2.0754, -1.1716, 0.8690], [-2.3181, -1.7598, -0.3665], [-1.2341, -2.2444, -1.0698], [-3.5975, -2.0362, -0.8597], [-4.6989, -1.8596, -0.0183], [-4.4991, -1.3537, 1.2629], [-3.2130, -1.0197, 1.6566], [-3.0657, -0.5796, 2.9404], [-0.7757, 0.8198, 1.9054], [-0.9534, 1.8826, 1.0169], [-1.0755, 1.6156, -0.3324], [-1.1029, 3.2104, 1.4183], [-1.1019, 3.5124, 2.7814], [-0.9859, 2.4798, 3.7069], [-0.8598, 1.1750, 3.2487], [-0.9335, 0.2000, 4.2058], [0.1571, -0.6561, 0.4180], [-0.5121, -4.5216, 4.2941], [1.6946, -3.8954, 5.3318], [2.8407, -1.8010, 4.5226], [-3.7091, -2.4006, -1.8809], [-5.7049, -2.1212, -0.3487], [-5.3069, -1.2058, 1.9690], [-1.2330, 3.9852, 0.6646], [-1.2045, 4.5425, 3.1263], [-1.0194, 2.6479, 4.7768], [4.1551, 4.6505, -1.3012], [3.5449, 3.3442, -1.6993], [4.1902, 2.1353, -1.3986], [3.5749, 0.9182, -1.6370], [2.2626, 0.8214, -2.2015], [1.6145, -0.4563, -2.2309], [0.5899, -0.9199, -3.1226], [0.5398, -2.3114, -3.4783], [-0.5731, -2.8604, -4.1015], [-1.6503, -2.0530, -4.4944], [-1.5299, -0.6685, -4.3321], [-0.4411, -0.1039, -3.6745], [1.7409, 2.0523, -2.6987], [2.3293, 3.2709, -2.3904], [3.5220, 5.4804, -1.6205], [4.2615, 4.6986, -0.2111], [5.1555, 4.7921, -1.7277], [5.1938, 2.1761, -0.9727], [4.1027, -0.0108, -1.4210], [2.1064, -1.2327, -1.6297], [1.4014, -2.9348, -3.2249], [-0.6170, -3.9353, -4.2856], [-2.5417, -2.4982, -4.9484], [-2.3152, -0.0246, -4.7300], [-0.4040, 0.9767, -3.5632], [0.8794, 2.0671, -3.3522], [1.8673, 4.2072, -2.7043]], "forces_ev_per_a": [[0.72, 0.06, -0.01], [0.09, 0.12, 0.39], [0.07, 0.02, 0.00], [-0.06, 0.12, -0.38], [-0.06, -0.01, 0.00], [-0.22, -0.32, 0.44], [-0.14, -0.71, -0.22], [0.05, -0.10, 0.33], [0.18, -0.01, -0.45], [0.05, -0.25, -0.11], [-0.46, -0.29, 0.57], [-0.58, 0.60, -0.14], [0.28, -0.15, -0.08], [0.29, 0.25, -0.12], [0.13, 0.04, 0.04], [-0.26, 0.01, -0.09], [-0.13, -0.14, -0.68], [-0.13, 0.04, -0.09], [-0.18, 0.25, 0.61], [0.36, 0.13, 0.57], [0.03, -0.10, -0.25], [0.16, -0.21, -0.09], [-0.01, -0.10, -0.07], [-0.37, 0.30, 0.16], [0.47, 0.60, -0.46], [-0.02, -0.02, -0.04], [0.11, 0.09, 0.00], [-0.09, 0.25, -0.29], [-0.24, 0.03, -0.10], [0.01, -0.13, 0.30], [0.32, 0.12, 0.00], [-0.03, -0.09, -0.09], [-0.01, -0.15, 0.15], [0.00, -0.29, -0.17], [-0.04, 0.08, -0.08], [-0.08, 0.21, -0.01], [-0.03, -0.56, 0.07], [0.09, -0.27, -0.18], [-0.31, -0.18, 0.40], [0.24, 0.51, 0.24], [0.79, 0.31, -1.40], [-0.77, -0.42, -0.35], [-0.15, 0.40, 0.79], [0.13, -0.04, -0.21], [0.72, 0.12, 0.25], [-0.05, 0.13, -0.09], [-0.02, -0.16, 0.07], [-0.04, 0.18, 0.04], [-0.04, -0.18, -0.20], [0.12, -0.04, 0.06], [-0.04, -0.04, -0.16], [-0.18, -0.14, 0.03], [-0.29, -0.16, -0.06], [-0.16, 0.24, 0.26], [-0.18, 0.24, -0.27], [-0.45, 0.05, 0.13], [0.11, 0.34, 0.06], [0.38, 0.24, 0.19], [0.24, -0.09, 0.25], [-0.35, -0.52, 0.19], [0.05, 0.10, 0.41], [-0.02, -0.34, -0.03]]}